Formula: C57H149N11O17
Source: OMol25
Level of theory: ωB97M-V with the def2-TZVPD basis set

## Properties
**SMILES string**: COC[C@H](C)N.COC[C@H](C)N.COC[C@H](C)N.COC[C@H](C)N.COC[C@H](C)N.COC[C@H](C)N.COCCNCCOC.COCCNCCOC.COCCNCCOC.COCCNCCOC.COCCNCCOC.CC(C)O
**DFT total energy**: -4142.2063 a.u.
**Gap between HOMO and LUMO**: 0.3256 Eh
**LUMO level**: 0.4994 eV
**E_HOMO**: -0.3073 hartree

ORCA input file:
```
! RIJCOSX wB97M-V def2-TZVPD def2/J DEFGRID3
* xyz 0 1
C -6.569 -37.919 -13.346
C -6.331 -38.890 -12.193
C -4.874 -39.272 -12.049
O -6.854 -38.404 -10.966
H -5.961 -38.241 -14.203
H -6.309 -36.897 -13.053
H -7.592 -37.897 -13.724
H -6.909 -39.799 -12.401
H -4.585 -39.912 -12.892
H -4.701 -39.845 -11.140
H -4.195 -38.413 -12.081
H -6.162 -37.886 -10.508
C -14.577 -35.307 -18.499
O -13.203 -35.515 -18.494
C -12.539 -34.811 -19.519
C -11.056 -35.112 -19.433
N -10.350 -34.161 -18.590
C -10.873 -34.043 -17.228
C -9.834 -33.411 -16.373
O -8.743 -34.279 -16.242
C -7.670 -33.640 -15.643
H -14.867 -34.325 -18.886
H -14.963 -35.399 -17.483
H -15.081 -36.081 -19.095
H -12.718 -33.735 -19.404
H -12.904 -35.143 -20.501
H -10.632 -35.102 -20.435
H -10.976 -36.126 -19.003
H -9.364 -34.375 -18.503
H -11.142 -35.048 -16.854
H -11.799 -33.466 -17.203
H -10.203 -32.976 -15.438
H -9.487 -32.540 -16.967
H -7.369 -32.753 -16.217
H -6.821 -34.316 -15.643
H -7.941 -33.338 -14.627
C 0.778 -36.764 -14.526
O 2.167 -36.702 -14.757
C 2.840 -37.566 -13.912
C 4.318 -37.374 -14.056
N 4.711 -36.050 -13.584
C 6.112 -35.725 -13.853
C 6.391 -34.290 -13.540
O 5.940 -33.510 -14.619
C 5.802 -32.128 -14.320
H 0.545 -36.530 -13.478
H 0.422 -37.771 -14.776
H 0.279 -36.013 -15.136
H 2.610 -38.631 -14.094
H 2.538 -37.378 -12.870
H 4.619 -37.539 -15.111
H 4.841 -38.139 -13.473
H 4.151 -35.346 -14.059
H 6.311 -35.837 -14.937
H 6.793 -36.382 -13.310
H 7.464 -34.116 -13.365
H 5.881 -33.982 -12.614
H 5.286 -31.944 -13.372
H 5.211 -31.696 -15.129
H 6.778 -31.621 -14.334
C 1.682 -39.637 -17.438
O 0.582 -39.421 -18.292
C 0.500 -38.087 -18.721
C -0.539 -38.016 -19.821
N -1.905 -38.318 -19.414
C -2.512 -37.385 -18.458
C -3.963 -37.752 -18.268
O -4.038 -38.806 -17.314
C -5.363 -39.175 -17.098
H 1.807 -40.709 -17.284
H 1.468 -39.209 -16.451
H 2.605 -39.221 -17.849
H 1.481 -37.761 -19.096
H 0.223 -37.439 -17.875
H -0.261 -38.716 -20.613
H -0.556 -37.019 -20.277
H -1.976 -39.234 -18.973
H -2.447 -36.366 -18.861
H -1.971 -37.397 -17.499
H -4.391 -38.038 -19.233
H -4.442 -36.868 -17.821
H -5.393 -40.008 -16.399
H -5.850 -39.487 -18.033
H -5.958 -38.336 -16.707
C -1.110 -40.125 -11.958
O -0.838 -39.995 -13.310
C -1.789 -40.601 -14.161
C -1.233 -40.671 -15.552
N -2.260 -41.315 -16.398
C -1.639 -41.941 -17.581
C -2.701 -42.499 -18.498
O -3.623 -41.487 -18.837
C -4.779 -42.004 -19.441
H -0.811 -41.082 -11.515
H -2.116 -39.845 -11.615
H -0.500 -39.377 -11.439
H -2.705 -39.989 -14.200
H -2.077 -41.596 -13.803
H -0.297 -41.231 -15.564
H -1.035 -39.647 -15.900
H -2.810 -40.548 -16.788
H -1.019 -42.769 -17.236
H -1.066 -41.221 -18.183
H -3.172 -43.385 -18.044
H -2.206 -42.859 -19.421
H -5.340 -42.639 -18.739
H -4.503 -42.660 -20.279
H -5.385 -41.165 -19.761
C -10.764 -31.530 -13.978
O -9.818 -31.156 -14.931
C -8.629 -30.662 -14.361
C -7.838 -30.160 -15.563
N -6.450 -29.800 -15.431
C -6.121 -28.745 -14.459
C -4.658 -28.388 -14.593
O -3.837 -29.279 -13.895
C -2.516 -28.777 -13.739
H -11.615 -31.947 -14.506
H -11.114 -30.662 -13.396
H -10.333 -32.238 -13.256
H -8.122 -31.537 -13.924
H -8.826 -29.882 -13.620
H -8.385 -29.307 -15.979
H -7.920 -30.939 -16.324
H -5.851 -30.597 -15.224
H -6.329 -29.066 -13.427
H -6.710 -27.855 -14.695
H -4.462 -27.355 -14.256
H -4.355 -28.390 -15.652
H -2.563 -27.903 -13.071
H -2.112 -28.440 -14.699
H -1.904 -29.527 -13.252
C -3.904 -32.885 -12.530
C -3.530 -32.984 -14.002
C -3.762 -34.393 -14.501
O -2.772 -35.259 -14.010
C -3.033 -36.592 -14.397
N -4.377 -32.033 -14.793
H -4.867 -33.381 -12.375
H -3.975 -31.872 -12.134
H -3.179 -33.402 -11.894
H -2.474 -32.719 -14.196
H -3.786 -34.472 -15.602
H -4.767 -34.711 -14.165
H -2.140 -37.201 -14.201
H -3.122 -36.700 -15.490
H -3.873 -36.998 -13.832
H -4.158 -31.100 -14.430
H -4.009 -32.059 -15.761
C -1.590 -30.689 -17.249
C -2.175 -31.860 -18.011
C -1.512 -33.187 -17.756
O -0.281 -33.190 -18.398
C 0.419 -34.399 -18.227
N -3.623 -31.972 -17.688
H -1.717 -30.815 -16.166
H -2.169 -29.788 -17.474
H -0.537 -30.537 -17.473
H -2.113 -31.622 -19.085
H -2.179 -33.997 -18.091
H -1.376 -33.322 -16.665
H 0.654 -34.495 -17.155
H 1.335 -34.395 -18.811
H -0.155 -35.289 -18.512
H -4.038 -32.668 -18.296
H -4.082 -31.081 -17.836
C -6.347 -35.138 -9.543
C -5.269 -35.718 -8.648
C -5.702 -35.731 -7.211
O -4.646 -36.147 -6.400
C -4.991 -36.118 -5.030
N -4.891 -37.098 -9.138
H -7.308 -35.621 -9.346
H -6.105 -35.318 -10.588
H -6.469 -34.068 -9.347
H -4.391 -35.064 -8.743
H -6.597 -36.365 -7.077
H -6.046 -34.718 -6.938
H -4.295 -36.747 -4.482
H -6.036 -36.402 -4.886
H -4.882 -35.098 -4.627
H -3.982 -36.978 -9.586
H -4.618 -37.554 -8.261
C -1.860 -35.353 -10.498
C -1.080 -36.647 -10.418
C 0.414 -36.434 -10.171
O 0.956 -37.741 -10.002
C 2.328 -37.711 -9.746
N -1.682 -37.518 -9.365
H -2.851 -35.523 -10.928
H -1.408 -34.633 -11.188
H -1.964 -34.865 -9.524
H -1.205 -37.182 -11.366
H 0.544 -35.843 -9.250
H 0.872 -35.875 -10.998
H 2.635 -36.874 -9.108
H 2.901 -37.673 -10.679
H 2.639 -38.603 -9.195
H -1.697 -36.973 -8.496
H -0.872 -38.133 -9.227
C -4.759 -29.462 -8.968
C -6.007 -28.877 -9.572
C -6.983 -29.992 -9.909
O -8.165 -29.436 -10.446
C -9.084 -30.452 -10.697
N -6.544 -27.883 -8.640
H -4.070 -28.655 -8.725
H -4.220 -30.106 -9.665
H -4.980 -30.052 -8.077
H -5.814 -28.349 -10.508
H -7.213 -30.601 -9.022
H -6.514 -30.643 -10.669
H -9.250 -31.088 -9.816
H -8.712 -31.125 -11.487
H -10.055 -30.097 -11.035
H -7.304 -27.352 -9.050
H -6.948 -28.299 -7.804
C -4.133 -32.662 -21.695
C -3.817 -34.129 -21.504
C -4.844 -34.810 -20.626
O -4.702 -34.262 -19.328
C -5.770 -34.558 -18.437
N -3.753 -34.775 -22.810
H -5.179 -32.531 -21.992
H -3.450 -32.178 -22.391
H -4.099 -32.110 -20.749
H -2.897 -34.172 -20.891
H -4.598 -35.883 -20.578
H -5.867 -34.680 -20.998
H -5.369 -34.452 -17.432
H -6.161 -35.569 -18.611
H -6.647 -33.907 -18.563
H -3.026 -34.316 -23.353
H -3.432 -35.738 -22.714
*
```